## A
{
  "formula": "C7H8O",
  "method": "wB97M-V/def2-TZVPD",
  "smiles": "C1=C[C@H]2C=C[C@@H]1CO2",
  "lumo_energy_ev": 0.7,
  "orbital_gap_ev": 9.7,
  "species": ["C", "C", "C", "C", "C", "C", "C", "O", "H", "H", "H", "H", "H", "H", "H", "H"],
  "xyz": [[-1.484, -0.396, 0.057], [-0.814, -1.382, -0.325], [0.806, -1.096, -0.416], [1.294, -0.486, 1.031], [0.269, 0.464, 1.424], [-0.693, 0.903, 0.163], [0.230, 1.219, -0.931], [0.918, 0.032, -1.492], [-2.573, -0.700, 0.103], [-0.937, -2.482, -0.287], [1.218, -1.910, -0.873], [2.088, -0.910, 1.360], [0.399, 1.201, 2.205], [-1.370, 1.794, 0.441], [-0.197, 1.784, -1.906], [0.847, 1.963, -0.556]]
}

## B
{
  "formula": "C7H8O",
  "method": "wB97M-V/def2-TZVPD",
  "lumo_energy_ev": -1.7,
  "orbital_gap_ev": 7.3,
  "species": ["C", "C", "C", "C", "C", "C", "C", "O", "H", "H", "H", "H", "H", "H", "H", "H"],
  "xyz": [[0.302, -2.531, 0.880], [0.015, -3.471, 0.090], [0.727, -1.432, 1.558], [0.704, 0.811, -2.360], [0.308, -0.077, 1.435], [-0.937, 0.190, 0.524], [-0.207, 0.211, -1.559], [-0.694, 1.024, -0.571], [1.762, -1.558, 1.912], [-0.529, -0.894, -1.580], [1.406, 0.186, -2.935], [0.944, 1.815, -2.187], [0.137, 0.333, 2.444], [1.123, 0.589, 1.026], [-1.261, -0.804, 0.194], [-1.751, 0.600, 0.974]]
}

## C
{
  "formula": "C7H8O",
  "method": "wB97M-V/def2-TZVPD",
  "smiles": "C#C[C@H]1[C@@H](O)[C@H]1C=C",
  "lumo_energy_ev": 1.0,
  "orbital_gap_ev": 10.5,
  "species": ["C", "C", "C", "C", "O", "C", "C", "C", "H", "H", "H", "H", "H", "H", "H", "H"],
  "xyz": [[-0.451, 1.115, 2.464], [-0.656, 1.295, 1.273], [-0.747, 1.274, -0.170], [0.478, 1.039, -0.888], [1.615, 0.704, -0.128], [-0.575, -0.012, -0.991], [-0.427, -1.325, -0.359], [0.637, -2.034, -0.351], [-0.242, 0.839, 3.516], [-1.498, 1.869, -0.663], [0.836, 1.629, -1.796], [1.242, 0.189, 0.699], [-1.048, -0.039, -1.967], [-1.289, -1.762, 0.234], [0.633, -3.002, 0.085], [1.492, -1.777, -0.959]]
}

It turns out C is the most stable, with the second structure 0.926 eV higher.

## A
{
  "formula": "C5H13N2O",
  "method": "wB97M-V/def2-TZVPD",
  "smiles": "C[C@H](C=O)NCC[NH3+]",
  "charge": 1,
  "lumo_energy_ev": -3.5,
  "orbital_gap_ev": 9.5,
  "species": ["C", "C", "C", "O", "N", "C", "C", "N", "H", "H", "H", "H", "H", "H", "H", "H", "H", "H", "H", "H", "H"],
  "xyz": [[-0.479, 1.758, -1.700], [0.583, 0.687, -1.359], [-0.204, -0.471, -1.822], [-1.282, -0.790, -1.268], [0.938, 0.677, 0.159], [-0.010, 0.672, 1.352], [0.596, -0.523, 2.249], [0.024, -1.872, 1.864], [-1.212, 1.531, -2.550], [-1.264, 1.783, -0.960], [0.014, 2.769, -1.946], [1.501, 0.806, -1.992], [-0.075, -0.842, -2.862], [1.600, 1.378, 0.313], [-0.099, 1.607, 1.916], [-1.067, 0.588, 1.106], [1.672, -0.448, 2.108], [0.125, -0.505, 3.322], [0.601, -2.677, 1.813], [-0.411, -1.822, 0.884], [-0.783, -2.220, 2.518]]
}

## B
{
  "formula": "C5H13N2O",
  "method": "wB97M-V/def2-TZVPD",
  "smiles": "C[NH2+]CCNCC=O",
  "charge": 1,
  "lumo_energy_ev": -2.9,
  "orbital_gap_ev": 10.6,
  "species": ["C", "N", "C", "C", "N", "C", "C", "O", "H", "H", "H", "H", "H", "H", "H", "H", "H", "H", "H", "H", "H"],
  "xyz": [[1.049, 2.468, 0.458], [-0.067, 1.533, -0.139], [-0.801, 0.702, 1.017], [-1.461, -0.491, 0.201], [-0.613, -0.908, -0.959], [-0.006, -2.211, -0.719], [1.483, -2.060, -0.309], [2.034, -1.009, -0.206], [2.094, 2.100, 0.260], [0.752, 3.523, 0.132], [1.039, 2.515, 1.511], [-0.765, 2.078, -0.540], [0.236, 0.834, -0.839], [0.078, 0.358, 1.690], [-1.332, 1.320, 1.664], [-1.749, -1.295, 1.001], [-2.360, 0.017, -0.272], [-1.060, -0.918, -1.893], [0.008, -2.634, -1.683], [-0.607, -2.961, -0.039], [2.048, -2.961, -0.335]]
}

It turns out B is the most stable, with the second structure 0.641 eV higher.

## A
{
  "formula": "C5H13N2O",
  "method": "wB97M-V/def2-TZVPD",
  "smiles": "NCCC[C@@H]([NH3+])C=O",
  "charge": 1,
  "lumo_energy_ev": -3.5,
  "orbital_gap_ev": 11.0,
  "species": ["N", "C", "C", "C", "C", "N", "C", "O", "H", "H", "H", "H", "H", "H", "H", "H", "H", "H", "H", "H", "H"],
  "xyz": [[-1.411, 0.254, 1.956], [-0.465, 1.489, 1.945], [0.058, 1.693, 0.555], [1.132, 0.771, 0.021], [0.625, -0.638, -0.439], [-0.892, -0.706, -0.511], [1.127, -1.194, -1.839], [0.295, -1.836, -2.423], [-0.952, -0.438, 2.533], [-2.273, 0.514, 2.431], [-1.084, 2.305, 2.302], [0.293, 1.260, 2.696], [0.537, 2.698, 0.591], [-0.818, 1.826, -0.131], [1.621, 1.128, -0.868], [1.880, 0.617, 0.781], [0.958, -1.285, 0.349], [-1.170, -0.143, -1.318], [-1.204, -1.661, -0.649], [-1.284, -0.255, 0.386], [2.188, -1.115, -2.046]]
}

## B
{
  "formula": "C5H13N2O",
  "method": "wB97M-V/def2-TZVPD",
  "smiles": "CCNC(=O)C[NH2+]C",
  "charge": 1,
  "lumo_energy_ev": -3.5,
  "orbital_gap_ev": 9.9,
  "species": ["C", "C", "N", "C", "O", "C", "N", "C", "H", "H", "H", "H", "H", "H", "H", "H", "H", "H", "H", "H", "H"],
  "xyz": [[0.906, 2.519, -0.189], [-0.513, 2.413, 0.280], [-0.690, 1.356, 1.234], [-0.244, 0.026, 1.052], [0.641, -0.389, 1.682], [-0.734, -0.855, -0.179], [-0.303, -2.287, 0.008], [0.553, -2.796, -1.045], [1.151, 3.378, -0.877], [0.934, 1.409, -0.432], [1.612, 2.946, 0.633], [-1.209, 2.179, -0.554], [-0.975, 3.348, 0.838], [-0.334, 1.849, 2.043], [-1.872, -0.692, -0.301], [-0.346, -0.257, -1.100], [0.261, -2.314, 0.892], [-1.162, -2.943, 0.069], [0.016, -3.649, -1.407], [1.573, -3.137, -0.813], [0.734, -2.106, -1.834]]
}

It turns out A is the most stable, with the second structure 1.835 eV higher.

## A
{
  "formula": "C5H13N2O",
  "method": "wB97M-V/def2-TZVPD",
  "smiles": "C=C(N)C[C@@H]([NH3+])CO",
  "charge": 1,
  "lumo_energy_ev": -3.2,
  "orbital_gap_ev": 8.7,
  "species": ["C", "C", "N", "C", "C", "N", "C", "O", "H", "H", "H", "H", "H", "H", "H", "H", "H", "H", "H", "H", "H"],
  "xyz": [[-1.638, -1.736, -0.457], [-0.988, -1.411, 0.671], [-0.929, -2.224, 1.753], [-0.450, -0.005, 0.883], [0.544, 0.486, -0.155], [0.175, 0.274, -1.616], [0.875, 1.945, -0.019], [2.083, 2.199, -0.762], [-1.981, -1.026, -1.197], [-2.077, -2.713, -0.625], [-0.470, -1.987, 2.624], [-1.402, -3.109, 1.729], [-1.335, 0.620, 0.898], [0.085, 0.165, 1.815], [1.465, -0.082, -0.120], [0.194, -0.718, -1.851], [0.816, 0.860, -2.153], [-0.762, 0.647, -1.764], [0.101, 2.607, -0.383], [1.122, 2.169, 1.012], [1.917, 2.923, -1.381]]
}

## B
{
  "formula": "C5H13N2O",
  "method": "wB97M-V/def2-TZVPD",
  "charge": 1,
  "lumo_energy_ev": -9.2,
  "orbital_gap_ev": 3.9,
  "species": ["N", "C", "C", "N", "C", "C", "C", "O", "H", "H", "H", "H", "H", "H", "H", "H", "H", "H", "H", "H", "H"],
  "xyz": [[1.331, 2.569, -1.914], [2.336, -1.305, 0.037], [0.891, -1.156, 0.578], [0.144, -0.275, -0.187], [-2.296, -1.128, 0.152], [-1.110, -0.181, 0.411], [-1.570, 1.183, 0.862], [-2.680, 1.362, 1.370], [2.149, -1.569, -1.015], [1.558, 2.512, -2.889], [0.731, 1.834, -1.581], [2.720, -0.291, -0.121], [2.886, -2.023, 0.656], [0.973, -0.965, 1.663], [0.620, -2.225, 0.562], [1.044, 3.502, -1.627], [-2.255, -2.028, 0.795], [-3.207, -0.604, 0.521], [-2.346, -1.345, -0.908], [-1.109, 0.164, 1.626], [-0.810, 1.969, 1.010]]
}

## C
{
  "formula": "C5H13N2O",
  "method": "wB97M-V/def2-TZVPD",
  "charge": 1,
  "lumo_energy_ev": -3.3,
  "orbital_gap_ev": 9.0,
  "species": ["C", "C", "C", "C", "N", "C", "N", "H", "H", "H", "H", "H", "H", "H", "H", "H", "H", "H", "H", "H", "O"],
  "xyz": [[-0.595, -2.190, 0.558], [0.589, -1.887, -0.380], [1.273, -0.754, 0.117], [1.380, 0.366, -0.628], [1.458, 1.533, 0.053], [2.047, 2.580, -0.440], [-1.372, -0.905, 0.830], [-1.350, -2.999, 0.206], [-0.286, -2.791, 1.465], [1.064, -2.782, -0.406], [0.154, -1.667, -1.440], [1.853, -0.736, 1.035], [1.473, 0.258, -1.722], [2.384, 2.542, -1.466], [2.051, 3.562, 0.089], [-1.918, -0.499, 0.059], [-0.731, -0.035, 1.020], [-2.013, -1.080, 1.682], [-2.938, 2.170, -0.222], [-4.005, 1.079, -0.325], [-3.064, 1.237, -0.190]]
}

It turns out A is the most stable, with the second structure 1.834 eV higher.